{"formula": "C2H5NO", "method": "wB97M-V/def2-TZVPD", "e_above_lowest_kj_mol": 251.4, "multiplicity": 1, "smiles": "C=N.C=O", "homo_energy_ev": -10.05, "orbital_gap_ev": 10.9, "charge": 0, "lumo_energy_ev": 0.87, "total_energy_ev": -5690.624, "symbols": ["C", "N", "H", "H", "H", "C", "O", "H", "H"], "coordinates": [[1.36, -2.95, 2.25], [0.15, -3.05, 1.92], [1.85, -3.88, 2.54], [2.02, -2.08, 2.25], [-0.31, -2.24, 1.53], [-1.24, 3.51, -2.62], [-1.70, 4.63, -2.63], [-0.99, 3.05, -3.58], [-1.15, 3.01, -1.65]], "nbo_charge": [-0.037, -0.598, 0.154, 0.144, 0.336, 0.260, -0.493, 0.118, 0.116]}